Record 1
Here is a structure of composition C55H61N2OP2RhSe2Te3 at a distorted geometry from OMol25. Energies are from wB97M-V/def2-TZVPD.

XYZ file:
```
127
Properties=species:S:1:pos:R:3:forces:R:3:mulliken_spin:R:1
Rh 0.54908 -1.20105 -0.32658 0.4 -0.4 0.6 1.00
Se 2.89467 -0.80746 -0.11144 1.2 -2.0 -0.5 0.00
Te 3.38105 -3.70382 0.15477 0.2 2.2 -0.3 0.00
Te 0.49788 -3.68249 2.89240 0.0 0.0 0.8 0.00
Se 0.94162 -3.32843 0.49409 -0.5 -2.2 -0.2 -0.02
C 8.70645 1.20062 3.98528 -0.1 0.0 -0.1 0.00
C 7.32554 1.25828 3.38478 0.0 0.0 0.0 0.00
C 6.27847 0.51675 3.91410 0.0 0.0 0.0 0.00
C 4.99167 0.58643 3.39023 0.0 0.0 0.0 0.00
C 3.91900 -0.28628 3.98831 0.1 0.0 0.0 0.00
C 4.74159 1.44475 2.30693 0.0 0.0 -0.1 0.00
Te 2.73299 1.65976 1.61341 0.1 0.5 0.9 0.01
N 0.43016 0.74310 -0.74509 0.1 1.6 -0.3 0.03
C -0.08930 1.85378 -0.54903 0.3 -0.5 0.0 -0.02
O -1.42922 1.93895 -0.11341 -0.2 0.9 -0.2 0.00
C 0.49418 3.17003 -0.91851 -0.3 0.2 0.0 0.00
C -0.18426 4.36120 -0.67502 0.0 0.0 0.0 0.00
C 0.31915 5.56650 -1.15027 0.0 0.0 0.1 0.00
C 1.50645 5.59137 -1.86452 0.1 0.0 0.0 0.00
C 2.20015 4.40576 -2.08928 0.0 0.0 0.1 0.00
C 1.69788 3.20453 -1.61934 0.0 -0.1 -0.1 0.00
C 2.16929 3.09829 3.13946 0.0 0.0 -0.4 0.00
C 1.46782 2.61507 4.23888 0.0 0.0 0.0 0.00
C 0.94242 3.47664 5.19389 0.0 0.0 0.0 0.00
C 1.10432 4.84370 5.04013 0.0 0.0 0.0 0.00
C 1.80387 5.33386 3.94605 0.0 0.0 0.0 0.00
C 2.34717 4.48030 2.98804 0.0 0.0 0.0 0.00
C 3.13713 5.05181 1.84219 -0.1 0.0 0.0 0.00
C 5.80082 2.14467 1.71293 0.0 0.0 0.0 0.00
C 5.66752 2.97324 0.45731 0.0 -0.1 0.0 0.00
C 7.07353 2.04467 2.27280 0.0 0.0 0.0 0.00
H 8.73046 0.53413 4.84704 0.0 0.0 0.0 0.00
H 9.02714 2.19244 4.31004 0.0 0.0 0.0 0.00
H 9.43315 0.84131 3.25381 0.0 0.0 0.0 0.00
H 6.46552 -0.13906 4.75826 0.0 0.0 0.0 0.00
H 4.34747 -0.98615 4.70636 0.0 0.0 0.0 0.00
H 3.41195 -0.86393 3.21328 -0.1 0.0 0.0 0.00
H 3.16896 0.31409 4.50350 0.0 0.0 0.0 0.00
H -1.11824 4.33692 -0.12864 0.0 0.0 0.0 0.00
H -0.22163 6.48632 -0.96222 0.0 0.0 0.0 0.00
H 1.89290 6.52724 -2.24990 0.0 0.0 0.0 0.00
H 3.13323 4.41440 -2.63938 0.0 0.0 0.0 0.00
H 2.20154 2.26746 -1.82255 0.0 0.0 0.1 0.00
H 1.32192 1.54741 4.35110 0.0 0.0 -0.1 0.00
H 0.40419 3.07565 6.04415 0.0 0.0 0.0 0.00
H 0.68872 5.53019 5.76807 0.0 0.0 0.0 0.00
H 1.92733 6.40507 3.82704 0.0 0.0 0.0 0.00
H 3.05051 6.13898 1.80726 0.0 0.0 0.0 0.00
H 2.79698 4.64601 0.88800 0.0 0.0 0.0 0.00
H 4.19213 4.79438 1.95523 0.0 0.0 0.0 0.00
H 4.63755 3.02367 0.11378 0.0 0.0 0.0 0.00
H 6.26772 2.52677 -0.33890 0.0 0.0 0.0 0.00
H 6.03284 3.98993 0.61746 0.0 0.0 0.0 0.00
H 7.88985 2.59940 1.81759 0.0 0.0 0.0 0.00
C -4.39350 2.06503 -0.38655 0.1 0.0 0.0 0.00
C -3.93307 0.64382 -0.73252 0.1 -0.4 0.2 0.00
C -4.69350 -0.38466 0.11959 0.0 0.1 -0.1 0.00
C -4.33121 0.32613 -2.17619 -0.1 0.2 -0.1 0.00
P -2.02952 0.41708 -0.46546 -0.5 -0.5 -0.1 -0.05
C -1.60092 0.77058 -2.35044 0.3 -0.4 0.4 -0.01
C -0.91460 -0.06693 -3.21019 -0.2 0.0 -0.1 0.02
C -0.49982 0.35528 -4.46865 -0.1 -0.1 0.0 0.00
C -0.75080 1.64859 -4.89040 0.1 0.0 0.0 0.00
C -1.41967 2.50961 -4.03390 -0.1 0.0 0.0 0.00
C -1.83847 2.07587 -2.78675 -0.2 0.0 0.0 0.00
C -1.94719 0.07857 1.63850 0.6 -0.6 -0.8 0.00
C -2.33602 -1.32437 2.06129 -0.2 0.2 0.1 -0.01
C -2.73271 1.17321 2.35158 0.0 0.1 -0.3 0.00
C -0.49061 0.26163 2.03914 -0.3 0.4 0.0 0.06
H -5.48792 2.09332 -0.38129 0.0 0.0 0.0 0.00
H -4.04130 2.78347 -1.12579 -0.1 0.0 0.0 0.00
H -4.03238 2.38796 0.58468 -0.1 0.1 0.0 0.00
H -5.74177 -0.40402 -0.18974 0.0 0.0 0.0 0.00
H -4.67332 -0.15157 1.17337 0.0 0.0 0.2 0.00
H -4.27919 -1.38138 -0.02663 0.0 0.0 0.0 0.00
H -5.41029 0.15248 -2.21915 0.0 0.0 0.0 0.00
H -3.83679 -0.57096 -2.52685 0.0 -0.2 -0.1 0.00
H -4.10058 1.13479 -2.86507 0.0 -0.1 0.0 0.00
H -0.68043 -1.05842 -2.88194 0.1 -0.3 0.1 0.01
H 0.03625 -0.33326 -5.11227 0.0 0.0 0.0 0.00
H -0.41312 1.99250 -5.86032 0.0 0.0 0.0 0.00
H -1.60874 3.53548 -4.32665 0.0 0.0 0.0 0.00
H -2.34310 2.78212 -2.14348 0.1 0.0 0.0 0.00
H -3.40825 -1.49633 2.08043 -0.1 0.0 0.0 0.00
H -1.94183 -1.52314 3.06084 0.0 0.0 0.0 0.00
H -1.86981 -2.03656 1.39313 0.0 -0.2 0.1 0.01
H -3.81067 1.07443 2.27663 -0.1 0.0 0.1 0.00
H -2.44488 2.15983 1.98826 0.0 0.0 0.1 0.00
H -2.46991 1.12093 3.41151 0.0 -0.1 0.0 0.00
H 0.18027 -0.44002 1.54329 0.3 -0.1 0.2 -0.02
H -0.38983 0.05938 3.10820 0.0 0.0 0.0 0.00
H -0.14748 1.27585 1.84338 0.0 -0.1 0.0 -0.01
N -1.45698 -1.77228 -0.74713 -0.9 0.5 -0.9 -0.04
P -1.78401 -3.17643 -1.41057 -0.3 0.5 0.3 0.02
C -2.20509 -4.49554 -0.20532 0.2 0.2 0.1 0.01
C -3.25379 -4.23122 0.67473 0.1 -0.1 0.0 0.00
C -3.61287 -5.15145 1.64738 0.0 0.1 0.0 0.00
C -2.89867 -6.33144 1.77534 0.0 0.0 0.0 0.00
C -1.82473 -6.58214 0.93536 0.0 -0.1 -0.1 0.00
C -1.47708 -5.67124 -0.04958 -0.1 0.0 -0.1 0.00
C -3.24633 -3.25949 -2.54952 0.0 0.2 0.1 0.00
C -4.46496 -3.84744 -2.21213 0.1 0.1 0.0 0.00
C -5.51488 -3.88685 -3.12177 0.0 0.0 0.0 0.00
C -5.36449 -3.35407 -4.39154 0.0 0.0 0.1 0.00
C -4.15056 -2.78772 -4.75044 0.1 0.0 0.0 0.00
C -3.10622 -2.74422 -3.84029 0.0 0.0 0.0 0.00
C -0.56718 -3.96404 -2.54388 0.0 0.1 0.1 0.00
C 0.69267 -3.43908 -2.80306 -0.1 -0.1 -0.1 0.03
C 1.55463 -4.07964 -3.68395 0.0 0.0 -0.1 0.01
C 1.15730 -5.24364 -4.32103 0.0 0.0 0.0 0.00
C -0.10701 -5.76833 -4.08317 -0.1 0.0 0.0 0.00
C -0.96326 -5.13283 -3.20017 0.0 0.1 0.1 0.00
H -3.78719 -3.29562 0.59532 -0.1 0.1 0.1 0.00
H -4.44695 -4.94045 2.30512 0.0 0.0 0.0 0.00
H -3.16606 -7.04782 2.54199 0.0 0.0 0.0 0.00
H -1.24943 -7.49255 1.04528 0.0 0.0 0.0 0.00
H -0.63521 -5.87235 -0.69829 0.0 0.0 0.1 0.00
H -4.60081 -4.30237 -1.24345 0.0 0.0 0.0 0.00
H -6.44917 -4.35313 -2.83362 0.0 0.0 0.0 0.00
H -6.18064 -3.39673 -5.10213 0.0 0.0 0.0 0.00
H -4.01107 -2.38266 -5.74513 0.0 0.0 0.0 0.00
H -2.16339 -2.31759 -4.14826 0.1 0.1 0.0 0.00
H 1.01709 -2.52299 -2.32524 0.1 0.0 0.0 -0.04
H 2.53657 -3.66339 -3.86733 0.0 0.0 0.1 0.00
H 1.83333 -5.74988 -4.99925 0.0 0.0 0.0 0.00
H -0.42716 -6.67219 -4.58657 0.0 0.0 0.0 0.00
H -1.95087 -5.53466 -3.00509 0.0 -0.1 -0.1 0.00
```
Forces are in eV/Å.

Calculated values
Charge: -1
Energy above the lowest of the compared OMol25 structures with the same formula, charge and spin in kJ/mol: 251.5
Total energy in eV: -237210.741
Highest occupied orbital energy (spin up / spin down) in Eh: -0.138 / -0.138
Orbital gap (spin up / spin down) in eV: 5.200 / 5.223
Multiplicity: 2

---

Record 2
Here is a structure of composition C3H4FHgO3 at a distorted geometry from OMol25. Energies are from wB97M-V/def2-TZVPD.

XYZ file:
```
12
Properties=species:S:1:pos:R:3:forces:R:3:nbo_charge:R:1
C 1.28051 0.98047 -0.19145 -0.3 -0.6 0.7 -0.64
C 0.17646 0.82733 -1.00824 -0.7 -0.7 -1.8 0.45
H 1.11137 1.57411 0.70810 0.1 -0.3 -0.2 0.26
H 2.01791 0.17120 -0.16020 -0.3 0.3 0.1 0.26
F 0.28829 0.01697 -2.08864 -0.1 0.8 1.5 -0.30
H -0.56723 1.61244 -1.18789 0.0 -0.7 0.5 0.21
Hg 2.60305 2.62883 -1.28077 0.2 0.2 -0.2 0.41
O -1.37708 -1.33968 2.00718 -0.2 0.1 0.6 -0.72
C -1.44874 -1.42792 0.64586 1.6 -1.1 -0.3 0.94
O -1.31731 -2.52846 0.11054 -0.4 0.5 0.2 -0.67
O -1.52420 -0.28434 0.09080 0.2 1.4 -0.8 -0.67
H -1.24304 -2.23095 2.35472 -0.1 0.0 -0.2 0.48
```
Forces are in eV/Å.

Calculated values
Charge: 0
Energy above the lowest of the compared OMol25 structures with the same formula, charge and spin in kJ/mol: 24.4
Total energy in eV: -16207.309
Highest occupied orbital energy (spin up / spin down) in Eh: -0.335 / -0.328
Orbital gap (spin up / spin down) in eV: 8.374 / 5.217
Multiplicity: 2

---

Record 3
Here is the molecule CH4N2P2 at a distorted geometry from OMol25. Energies are from wB97M-V/def2-TZVPD.

XYZ file:
```
9
Properties=species:S:1:pos:R:3:forces:R:3:nbo_charge:R:1
N 2.29297 1.70928 -0.51786 -0.2 0.1 0.5 -0.65
C 1.67549 0.68943 -0.74321 0.2 1.0 -0.2 0.04
P 0.82551 -0.34052 0.52072 0.1 -1.2 0.5 0.13
P -1.06040 0.09659 1.37599 -0.1 0.4 -0.3 0.46
N -2.09768 -0.74733 0.32220 0.0 -0.2 0.2 -1.13
H 2.78967 2.31738 -1.13512 0.2 0.1 -0.6 0.40
H 0.40947 -1.28190 -0.42663 -0.1 -0.3 0.0 -0.03
H -3.05416 -0.80073 0.64145 -0.1 0.0 0.0 0.39
H -1.78086 -1.64220 -0.03754 -0.1 0.2 -0.1 0.39
```
Forces are in eV/Å.

Calculated values
Charge: 0
Energy above the lowest of the compared OMol25 structures with the same formula, charge and spin in kJ/mol: 202.1
Total energy in eV: -22656.415
Highest occupied orbital energy (spin up / spin down) in Eh: -0.274 / -0.270
Orbital gap (spin up / spin down) in eV: 7.200 / 6.637
Multiplicity: 1
SMILES: N=C=[PH]=PN

---

Record 4
Here is a cluster of 2 separate species, C3H3N2O2 in total at a distorted geometry from OMol25. Energies are from wB97M-V/def2-TZVPD.

XYZ file:
```
10
Properties=species:S:1:pos:R:3:forces:R:3:nbo_charge:R:1
C 0.03456 0.59376 -1.31014 2.9 0.9 -1.7 0.75
C 1.43134 -1.48981 1.59278 0.2 0.4 0.6 1.03
C -1.80501 0.44592 0.19502 0.7 3.1 -1.0 0.22
N 0.96620 0.87474 -1.94857 -2.7 0.0 1.1 -0.46
N -0.71867 0.16778 -0.43488 -3.7 -1.2 2.3 -0.44
O 2.33006 -2.16922 1.75551 1.1 -1.2 -0.1 -0.46
O 0.56561 -0.73688 1.48685 -1.0 0.6 0.0 -0.57
H -2.34770 1.40414 0.04175 0.4 -0.4 -0.9 0.20
H -2.24414 0.07134 1.08389 0.5 -2.1 0.6 0.24
H 1.78775 0.83823 -2.46222 1.5 0.0 -1.0 0.48
```
Forces are in eV/Å.

Calculated values
Charge: +1
Energy above the lowest of the compared OMol25 structures with the same formula, charge and spin in kJ/mol: 113.9
Total energy in eV: -10225.441
Highest occupied orbital energy (spin up / spin down) in Eh: -0.589 / -0.589
Orbital gap (spin up / spin down) in eV: 9.371 / 9.371
Multiplicity: 1